No. 1
{
  "formula": "C4H7NO2",
  "method": "the ωB97M-V functional and the def2-TZVPD basis",
  "elements": ["H", "C", "O", "C", "C", "H", "H", "H", "C", "H", "O", "H", "H", "N"],
  "positions_angstrom": [[-1.972876, 1.067476, 0.900670], [0.956872, -0.759019, 0.400393], [-0.309681, 2.222570, -1.142638], [0.445667, -2.109727, -0.107914], [-0.979172, 1.489351, 1.002371], [-0.978129, 2.535772, 1.301562], [0.923763, 0.255730, -1.477706], [0.824068, -2.363945, -1.118716], [-0.229040, 1.359494, -0.291645], [-0.521634, 0.979233, 1.843779], [-0.327280, -2.789195, 0.501377], [2.041031, -0.783501, 0.553507], [0.481511, -0.636600, 1.362864], [0.551455, 0.259156, -0.538855]],
  "forces_ev_per_angstrom": [[-0.3, 0.2, -0.1], [-0.3, -0.7, -0.1], [-0.2, 0.0, -0.1], [0.4, 0.6, 0.0], [0.5, -0.1, 0.7], [-0.4, 0.0, -0.4], [0.2, 0.0, 0.1], [-0.2, -0.3, 0.0], [0.2, 0.3, -0.3], [0.1, -0.3, 0.0], [0.0, -0.2, -0.1], [0.0, 0.0, -0.1], [0.0, 0.3, 0.1], [-0.2, 0.1, 0.3]],
  "mulliken_charge": [0.243, -0.404, -0.616, 0.086, -0.990, 0.312, 0.238, 0.301, 0.595, 0.354, -0.442, 0.285, 0.194, -0.155],
  "charge": 0,
  "smiles": "CC(=O)NCC=O"
}



No. 2
{
  "formula": "C4H7NO2",
  "method": "the ωB97M-V functional and the def2-TZVPD basis",
  "elements": ["H", "H", "C", "H", "O", "H", "O", "C", "N", "C", "H", "H", "C", "H"],
  "positions_angstrom": [[0.301160, 2.227186, 0.128675], [-2.022420, -1.237047, -0.309995], [0.140693, -1.126275, 0.264878], [-0.060140, 0.707148, -1.997192], [0.574784, -2.237832, 0.448324], [-1.875204, 1.309728, -0.355516], [2.254203, 0.034256, 0.711900], [0.867738, 0.126285, 0.759936], [-1.175366, 0.705224, 0.042060], [0.116497, 1.172536, -0.095516], [-0.996989, -0.427348, -1.727239], [2.461413, -0.911904, 0.774638], [-1.140310, -0.628903, -0.466557], [0.553942, 0.286943, 1.821599]],
  "forces_ev_per_angstrom": [[-0.1, -0.3, -0.4], [-0.1, 0.0, 0.2], [0.1, -0.4, -0.4], [1.2, 0.6, 2.0], [-0.5, 0.5, -0.4], [-0.2, 0.0, 0.0], [0.0, -0.2, -0.3], [-0.2, 0.0, -0.6], [-0.3, 0.1, -0.1], [-0.2, 0.0, -0.6], [0.5, -0.7, 2.4], [0.1, 0.1, -0.1], [-0.1, 0.0, -1.1], [-0.1, 0.2, -0.6]],
  "mulliken_charge": [0.240, 0.312, 0.415, 0.163, -0.556, 0.242, -0.517, 0.278, -0.167, -0.560, 0.009, 0.350, -0.447, 0.239],
  "charge": 0
}



No. 3
{
  "formula": "C4H7NO2",
  "method": "the ωB97M-V functional and the def2-TZVPD basis",
  "elements": ["H", "H", "H", "H", "C", "C", "H", "O", "C", "C", "N", "H", "O", "H"],
  "positions_angstrom": [[0.922282, 1.778089, 0.495133], [1.917673, -0.945198, -0.683527], [-3.369586, 0.923129, 0.091720], [-0.130777, 1.950226, -0.892747], [1.658461, -1.325277, 0.310283], [0.483111, 1.176075, -0.372703], [1.749219, -2.335951, 0.205049], [-2.503610, 1.083800, -0.182342], [-1.831400, -0.126255, 0.120045], [-0.325938, 0.013568, 0.091801], [0.215177, -1.088831, 0.432117], [1.408791, 0.834530, -0.894255], [-2.408665, -1.150976, 0.238776], [2.215262, -0.786924, 1.040649]],
  "forces_ev_per_angstrom": [[-0.7, -1.0, -0.7], [0.5, 0.2, 0.0], [-2.6, -0.4, 0.4], [0.7, -0.9, -0.1], [-2.1, 2.7, -1.7], [0.3, 2.1, 0.7], [0.8, -2.7, 0.7], [3.4, -0.9, 0.2], [-0.4, 2.1, -1.3], [1.2, -1.4, 0.4], [-0.1, 0.0, 0.2], [-1.1, 0.4, -0.1], [-0.5, -0.3, 0.5], [0.6, -0.1, 0.8]],
  "mulliken_charge": [0.261, 0.348, 0.315, 0.303, -0.955, -1.025, 0.364, -0.456, 0.306, 0.814, -0.416, 0.275, -0.458, 0.324],
  "charge": 0,
  "smiles": "C/N=C(\\C)C(=O)O"
}



No. 4
{
  "formula": "C4H7NO2",
  "method": "the ωB97M-V functional and the def2-TZVPD basis",
  "elements": ["H", "C", "O", "H", "C", "H", "N", "O", "H", "H", "H", "C", "H", "C"],
  "positions_angstrom": [[-0.907891, 1.160480, -1.417993], [-1.491609, -0.667502, -0.395553], [1.134224, -1.603903, 1.376968], [-0.128478, 0.839102, 1.560128], [2.000892, -1.388374, 0.627913], [-0.007446, 2.355402, 0.517386], [0.866093, 0.564587, -0.309700], [2.969430, -1.360100, -0.036772], [-1.236418, -1.202398, 0.514687], [-2.568934, -0.434189, -0.347353], [-1.382906, -1.350798, -1.236219], [-0.034678, 1.279317, 0.575668], [1.405417, 1.242197, -0.865000], [-0.617693, 0.566183, -0.564157]],
  "forces_ev_per_angstrom": [[0.0, 0.3, 0.0], [0.3, -0.1, 0.0], [0.2, 0.2, -0.2], [-0.1, 0.1, 0.1], [1.1, -0.6, -0.3], [0.0, 0.2, 0.3], [-0.2, -0.2, -0.3], [-1.2, 0.2, 0.7], [0.1, -0.1, 0.0], [0.5, 0.4, 0.0], [0.2, -0.1, -0.1], [-0.2, 0.3, 0.3], [-0.7, -0.6, -0.1], [0.0, 0.1, -0.4]],
  "mulliken_charge": [0.369, -1.272, -0.420, 0.189, 0.824, 0.279, -0.457, -0.445, 0.284, 0.347, 0.275, -0.438, 0.231, 0.235],
  "charge": 0,
  "smiles": "C[C@H]1CN1.O=C=O"
}



Energy relative to the best compared isomer or geometry (same formula, charge and spin) (computed, kJ/mol): 96.6 502.7 167.6 105.6
Orbital gap (computed, eV): 10.4 8.9 10.2 10.8